A 2-piece molecular cluster, C5H9NS overall, computed with wB97M-V/def2-TZVPD.

Each line ends with the Mulliken spin population.
Geometry (Å):
C 2.90 -0.74 -0.64  0.84
C -1.16 -0.61 1.28  0.05
C -0.50 -0.51 -1.22  0.02
C 0.48 0.96 0.47  0.71
C -0.76 0.28 0.03  0.00
N 3.32 -1.80 -0.45  0.10
S 0.91 2.53 0.13  0.22
H -0.30 -1.28 1.31  -0.01
H -2.13 -1.15 0.98  0.01
H -1.07 0.10 2.26  -0.02
H -1.30 -1.21 -1.57  0.01
H 0.44 -1.14 -1.17  0.02
H -0.07 0.19 -2.01  0.00
H 1.23 0.33 0.79  0.03
H -1.60 0.98 -0.13  0.01
H -0.38 3.07 -0.05  0.01

LUMO energy (alpha / beta): 0.0255 / -0.1594 Ha
Energy above the lowest of the compared OMol25 structures with the same formula, charge and spin: 2.5311 eV
Multiplicity: 3
E_HOMO (alpha / beta): -7.15 / -10.41 eV
Largest force on an atom: 3.2 eV/Å
HOMO-LUMO gap (alpha / beta): 7.85 / 6.07 eV

C6H10 as an isolated structure, computed with wB97M-V/def2-TZVPD.

Each line ends with the natural charge from an NBO analysis.
Geometry (Å):
C 0.18 2.06 -0.10  -0.67
C 0.74 0.75 -0.62  -0.12
C 0.70 -1.34 -0.39  -0.09
C 0.15 -1.46 1.00  -0.46
C -1.02 -0.62 0.43  -0.36
C -0.22 -0.32 -0.91  -0.35
H -0.26 2.04 0.91  0.21
H -0.65 2.35 -0.78  0.21
H 0.90 2.88 -0.14  0.22
H 1.79 0.72 -0.88  0.20
H 1.03 -2.21 -0.98  0.19
H -0.12 -2.47 1.33  0.21
H 0.78 -1.02 1.77  0.21
H -1.36 0.25 0.99  0.20
H -1.85 -1.28 0.20  0.21
H -0.80 -0.32 -1.83  0.20

LUMO energy (alpha / beta): 0.0255 / 0.0308 Ha
Energy above the lowest of the compared OMol25 structures with the same formula, charge and spin: 4.4090 eV
Multiplicity: 1
E_HOMO (alpha / beta): -7.45 / -7.51 eV
Largest force on an atom: 1.5 eV/Å
HOMO-LUMO gap (alpha / beta): 8.14 / 8.35 eV

- The highest energy above the lowest of the compared OMol25 structures with the same formula, charge and spin belongs to which entry?
  C6H10